This record from the Open Molecules 2025 dataset describes C2H2Br3NO2 as an isolated structure in a non-equilibrium geometry. The level of theory is wB97M-V/def2-TZVPD.

Output
Frontier orbital gap (alpha / beta) = 5.96 / 9.01 eV
LUMO energy (alpha / beta) = -2.3200 / -1.0682 eV
Relative energy (zero: lowest compared OMol25 entry of this formula, charge and spin) = 3.5242 eV
HOMO level (alpha / beta) = -8.28 / -10.08 eV
Total energy = -8004.42839 hartree

Positions of all 10 atoms, in Å:
C (1.45, 0.38, -0.04)
C (-1.58, 0.42, 0.07)
N (0.93, -0.89, -0.09)
O (0.70, -1.63, -1.10)
O (0.53, -1.29, 0.98)
Br (-1.84, 0.15, 1.84)
Br (-1.50, 2.11, -0.68)
Br (-2.00, -1.03, -1.08)
H (1.40, 0.78, 0.97)
H (1.90, 1.00, -0.86)

These are the natural (NBO) partial charges, in e, on atoms 1 to 4: -0.089 -0.536 0.389 -0.412